--- i ---
Density functional theory data (the ωB97M-V functional and the def2-TZVPD basis) for 2 unconnected molecules or ions with the total composition C4H12N2O.

```
19
Properties=species:S:1:pos:R:3:mulliken_charge:R:1
C -0.416 -1.608 -0.556 -1.0940
C 0.953 -1.329 -1.147 -0.4357
C 1.331 0.121 -0.988 -0.5112
N 1.448 0.419 0.426 -0.4112
C 0.770 1.302 0.994 -0.0703
N -0.174 2.202 0.458 -0.4972
H -0.414 -1.611 0.534 0.2173
H -1.148 -0.888 -0.927 0.3253
H -0.809 -2.630 -0.705 0.3780
H 1.735 -1.919 -0.671 0.2899
H 0.916 -1.632 -2.201 0.3089
H 0.663 0.850 -1.473 0.2861
H 2.307 0.361 -1.409 0.3171
H 0.694 1.352 2.075 0.4742
H -1.023 2.179 1.003 0.2425
H -0.371 2.583 -0.463 0.2192
O -2.305 0.349 1.890 -0.6640
H -1.464 0.411 1.431 0.3087
H -2.693 -0.512 1.728 0.3164
```

* frontier orbital gap: 10.22 eV
* M: 104.15 g/mol
* SMILES: CCC/N=C\N.O



--- ii ---
Density functional theory data (the ωB97M-V functional and the def2-TZVPD basis) for 2 unconnected molecules or ions with the total composition C4H12N2O.

```
19
Properties=species:S:1:pos:R:3:mulliken_charge:R:1
C 1.083 -1.473 -1.377 -1.2213
C 1.223 -0.022 -0.905 -0.5095
C 0.645 0.216 0.463 0.1099
N 1.214 1.358 1.091 -0.5594
C -0.365 -0.454 1.012 -0.1092
N -0.976 -0.037 2.234 -0.5614
H 1.595 -1.550 -2.342 0.3827
H 0.060 -1.835 -1.475 0.2910
H 1.616 -2.136 -0.705 0.3303
H 0.781 0.716 -1.584 0.2888
H 2.274 0.253 -1.043 0.4063
H 2.221 1.282 1.076 0.2265
H 0.877 1.433 2.050 0.2905
H -0.755 -1.342 0.521 0.2482
H -1.914 0.316 2.126 0.1944
H -0.787 -0.686 2.976 0.2024
O -2.300 0.471 -1.961 -0.6719
H -1.833 0.357 -2.794 0.3191
H -1.600 0.584 -1.307 0.3428
```

* frontier orbital gap: 9.30 eV
* M: 104.15 g/mol
* SMILES: CC/C(N)=C/N.O



Ranking the structures above by energy, ii is first and the second is 24.2 kJ/mol behind.